(1)
130
Properties=species:S:1:pos:R:3 method="wB97M-V/def2-TZVPD" e_tot_ev=-81402.70558 orbital_gap_ev=3.0 lumo_ha=-0.060 charge=0 homo_energy_ev=-4.64
C -8.25728 3.36315 1.37961
C -8.13670 3.90056 -0.05212
C -9.22210 5.00487 -0.38868
O -9.12874 5.29071 -1.72350
C -9.94142 6.37689 -2.08780
N -6.77151 4.34656 -0.45439
H -6.86813 4.48731 -1.44985
H -6.51798 5.25274 -0.08743
H -6.01345 3.74027 -0.17535
H -9.28305 3.05136 1.57627
H -8.03550 4.08468 2.16593
H -7.76296 2.45057 1.71271
H -8.29613 3.06440 -0.73294
H -8.98850 5.91497 0.16380
H -10.21118 4.67342 -0.07251
H -10.05707 6.52061 -3.16208
H -9.68409 7.36439 -1.70475
H -10.92039 6.20254 -1.64134
C 0.46948 -0.31353 0.14313
C -0.90223 0.18908 -0.28419
O -1.66831 0.64914 0.76607
H 0.87592 0.50728 0.73404
H 1.26691 -0.41789 -0.59262
H 0.31798 -1.20193 0.75623
H -1.31782 -0.65756 -0.83063
H -0.88030 0.92460 -1.08833
C 0.18322 4.58288 -7.69914
O 1.22150 4.79463 -6.77857
C 1.02992 4.07359 -5.55047
C 1.83577 4.61270 -4.40313
O 1.33648 5.81007 -3.86415
C 0.45256 5.60013 -2.80112
H 0.61614 4.94266 -8.63254
H -0.77375 5.04187 -7.45089
H -0.15380 3.55805 -7.85487
H 1.21680 3.00623 -5.66842
H -0.00729 4.12390 -5.21916
H 2.79287 4.86460 -4.85987
H 2.09411 3.85719 -3.66112
H -0.33768 4.91108 -3.09917
H -0.04498 6.56223 -2.67897
H 0.99923 5.27416 -1.91625
C 0.49181 -9.60314 7.43443
O -0.37462 -9.14406 6.34094
C -0.71366 -10.09311 5.31675
C -1.44272 -9.43146 4.12513
O -0.52657 -8.58865 3.35085
C -1.17042 -7.64703 2.51072
H 0.73593 -8.77007 8.09359
H 1.32915 -10.20043 7.07358
H 0.03002 -10.20319 8.21851
H -1.41728 -10.81393 5.73320
H 0.14199 -10.66767 4.96199
H -2.11519 -8.74404 4.63829
H -1.95550 -10.19798 3.54410
H -1.47938 -6.76585 3.07302
H -2.04846 -8.10825 2.05859
H -0.37631 -7.38383 1.81200
C 7.05002 3.45211 -1.83402
O 7.44820 2.89209 -3.06976
C 8.52869 3.67705 -3.59274
C 9.10872 3.08882 -4.80512
O 8.13950 2.67853 -5.82588
C 7.50844 3.62682 -6.56148
H 6.42992 2.64106 -1.45222
H 6.61467 4.44845 -1.91069
H 7.83400 3.45636 -1.07675
H 9.32816 3.74372 -2.85484
H 8.21569 4.69581 -3.82134
H 9.56439 2.12673 -4.57093
H 9.98318 3.59830 -5.20990
H 8.18200 4.08778 -7.28393
H 7.01238 4.35059 -5.91482
H 6.75579 3.03972 -7.08773
C -2.32796 -3.41409 -8.41197
O -3.44089 -3.43953 -7.59270
C -3.35982 -2.55382 -6.50540
C -4.58913 -2.62493 -5.56677
O -4.71131 -3.94720 -5.01028
C -5.58658 -4.10684 -3.83878
H -2.60324 -3.79138 -9.39684
H -1.51313 -4.04022 -8.04851
H -1.84779 -2.44919 -8.57475
H -3.10652 -1.51759 -6.72938
H -2.51036 -2.78692 -5.86338
H -5.45060 -2.21706 -6.09556
H -4.57021 -1.86599 -4.78462
H -6.14302 -4.98303 -4.17160
H -6.16593 -3.23195 -3.54376
H -4.97577 -4.45280 -3.00493
C 8.45657 -5.15081 -1.58176
O 9.51410 -4.75161 -2.03541
N 7.56331 -4.44875 -0.89926
C 6.40164 -5.08887 -0.29375
C 7.68295 -3.04546 -0.68998
H 8.18484 -6.21668 -1.62943
H 6.26971 -6.16914 -0.35465
H 5.44013 -4.67470 -0.59719
H 6.53300 -4.94118 0.77818
H 7.70062 -2.78063 0.36721
H 8.68380 -2.72110 -0.97491
H 6.90594 -2.59551 -1.30797
C 0.75038 4.72368 4.75542
C -0.38885 5.07178 5.37217
C -0.38803 5.80672 6.72405
O -1.33733 5.81081 7.49412
C 0.91163 6.31684 7.06403
C 2.06487 6.12242 6.34868
C 2.10945 5.17595 5.21350
O 3.13934 5.03063 4.52799
O 3.24735 6.73916 6.73370
O -1.61560 4.72911 4.88771
H 0.60108 4.16443 3.84364
H 0.95373 7.07117 7.83579
H 4.08047 6.41102 6.38752
H -1.47607 4.15752 4.12915
C -1.38717 -4.16174 8.26987
C -0.13784 -3.62626 8.44469
C 0.33882 -2.56499 7.56014
O 1.41142 -2.03227 7.68655
C -0.60264 -2.08487 6.52152
C -1.82678 -2.59717 6.35023
C -2.24154 -3.83044 7.16832
O -3.30311 -4.51470 7.01023
O -2.71436 -2.18351 5.42635
O 0.72404 -4.05208 9.41839
H -1.66963 -4.94968 8.95235
H -0.26671 -1.16782 6.06045
H -2.31856 -1.50701 4.87201
H 1.56803 -3.67797 9.15508

***

(2)
141
Properties=species:S:1:pos:R:3 method="wB97M-V/def2-TZVPD" e_tot_ev=-405099.67743 orbital_gap_ev=6.5 lumo_ha=-0.140 charge=+1 homo_energy_ev=-10.36
C -2.76749 -2.11986 1.29243
C -1.30057 -2.14194 1.38150
C -0.49370 -0.78627 1.54428
O -0.67676 0.09172 0.65598
O 0.45464 -0.48241 2.56167
C -0.02297 -0.82063 3.88111
C -0.96686 0.28900 4.56224
C -1.85842 -0.36646 5.75690
C -0.97064 -1.24073 6.78719
C -1.53187 -2.75939 6.91254
C -0.40000 -3.83984 7.27572
S 0.96258 -3.90250 5.99724
H -3.39852 -2.10144 2.24555
H -3.22317 -2.06532 0.22867
H -0.74732 -3.14689 1.36003
H 0.91053 -0.90438 4.55766
H -0.55549 -1.82913 3.95962
H -1.59730 0.88184 3.82088
H -0.25622 1.02067 5.10479
H -2.74814 -0.97098 5.33500
H -2.32669 0.47828 6.38994
H 0.14990 -1.22184 6.56398
H -1.08091 -0.79703 7.84761
H -2.05653 -3.07992 5.93513
H -2.33760 -2.74598 7.72739
H -0.82812 -4.89591 7.46419
H 0.09802 -3.53014 8.25586
H 0.44917 -4.00523 4.71134
H 1.66487 -2.70940 6.11623
Cl -0.23188 1.58486 -3.99150
C 0.18561 0.46400 -2.67052
C 1.68233 0.35628 -2.46197
Cl 2.49394 -0.46156 -3.82144
H -0.25844 -0.50649 -2.89862
H -0.28756 0.85040 -1.76568
H 1.88943 -0.23474 -1.56748
H 2.14242 1.33780 -2.33497
Cl -0.04909 6.43042 -2.01422
C -0.48813 5.30469 -3.32405
C 0.08895 5.72785 -4.65888
Cl -0.66588 7.22007 -5.27544
H -1.57725 5.23699 -3.36050
H -0.09613 4.32535 -3.04470
H -0.09235 4.95045 -5.40380
H 1.16560 5.89454 -4.59624
Cl 5.02389 -6.93917 3.88155
C 3.52842 -7.34189 3.00489
C 2.63849 -6.13128 2.81346
Cl 1.93697 -5.54589 4.34831
H 3.01861 -8.13754 3.55128
H 3.82694 -7.73532 2.03158
H 1.79988 -6.38640 2.16242
H 3.18381 -5.30309 2.35760
Cl -5.72118 7.47039 -6.40504
C -4.05099 7.43707 -7.02321
C -3.97660 6.92238 -8.44608
Cl -4.37345 5.18824 -8.55678
H -3.45160 6.82823 -6.34447
H -3.67763 8.46202 -6.97991
H -2.96104 7.03919 -8.82955
H -4.65419 7.46681 -9.10586
Cl 10.08449 -5.67356 7.49934
C 8.37697 -6.17761 7.45905
C 8.04353 -6.97120 6.21217
Cl 8.09727 -5.96701 4.74180
H 7.75808 -5.28235 7.54192
H 8.20748 -6.79213 8.34536
H 7.02931 -7.36963 6.28614
H 8.72850 -7.80944 6.07421
Cl -7.16021 -4.10222 -1.71728
C -6.85509 -2.37591 -2.03118
C -5.48528 -2.13713 -2.63256
Cl -4.17268 -2.47081 -1.47183
H -6.98108 -1.83405 -1.09230
H -7.62736 -2.03891 -2.72501
H -5.38715 -1.09081 -2.92830
H -5.32043 -2.75667 -3.51555
Cl 5.53733 -4.92842 -4.74686
C 5.71922 -3.28417 -4.08640
C 6.22127 -3.29009 -2.65783
Cl 5.00606 -3.93657 -1.52687
H 4.75546 -2.77836 -4.16912
H 6.43262 -2.76407 -4.72839
H 6.44027 -2.26953 -2.33779
H 7.13202 -3.88191 -2.55244
Cl -3.35881 11.26142 -0.70082
C -2.99092 9.51817 -0.69178
C -2.87905 8.94849 -2.09048
Cl -4.44818 8.91985 -2.93452
H -3.76609 9.01203 -0.11373
H -2.04120 9.39828 -0.16699
H -2.52739 7.91636 -2.04291
H -2.17720 9.51875 -2.70144
Cl -0.06466 -0.86290 -6.76488
C 0.81948 -1.48756 -8.17922
C 1.88258 -2.49427 -7.78966
Cl 3.22850 -1.73869 -6.89890
H 1.24843 -0.63773 -8.71229
H 0.08194 -1.96009 -8.83003
H 2.31114 -2.94702 -8.68595
H 1.47230 -3.29254 -7.16890
Cl -3.44337 5.73360 -0.24310
C -5.14760 5.21583 -0.25876
C -5.49451 4.42636 -1.50494
Cl -5.47210 5.43455 -2.97214
H -5.77151 6.10573 -0.15970
H -5.29816 4.59450 0.62624
H -6.50412 4.01993 -1.41595
H -4.80488 3.59408 -1.65763
Cl 7.35756 -3.17523 2.36019
C 7.53506 -1.53133 3.02176
C 8.02109 -1.54232 4.45688
Cl 6.79500 -2.18928 5.57793
H 6.57403 -1.02294 2.92735
H 8.25769 -1.01220 2.38946
H 8.24002 -0.52335 4.78191
H 8.92887 -2.13761 4.56886
Cl 2.86768 10.05106 2.47986
C 1.16251 9.53672 2.46998
C 0.80843 8.75268 1.22277
Cl 0.82514 9.76996 -0.23952
H 0.54002 10.42699 2.57418
H 1.01514 8.91286 3.35367
H -0.20165 8.34702 1.31413
H 1.49586 7.92017 1.06305
Cl -3.04436 -6.96156 9.42413
C -3.46473 -8.10418 8.12331
C -2.80968 -7.73625 6.80852
Cl -3.47867 -6.23314 6.12155
H -4.55200 -8.13301 8.03588
H -3.12283 -9.08974 8.44440
H -2.98337 -8.52424 6.07325
H -1.73157 -7.60720 6.91976
Cl -1.08289 0.29634 -9.98828
C -2.84486 0.28184 -10.24717
C -3.59420 -0.24386 -9.04029
Cl -3.31145 -1.98364 -8.77797
H -3.05116 -0.31304 -11.13842
H -3.14375 1.31210 -10.44931
H -4.66857 -0.11667 -9.18704
H -3.30989 0.28592 -8.12942

***

(3)
133
Properties=species:S:1:pos:R:3 method="wB97M-V/def2-TZVPD" e_tot_ev=-131114.17209 orbital_gap_ev=5.3 lumo_ha=-0.149 charge=+1 homo_energy_ev=-9.36
C 2.50604 -2.28876 3.78297
C 1.22868 -1.28341 3.60718
O 0.92106 -1.21566 2.18555
C 0.59929 0.11093 1.74552
N -0.74454 0.24734 1.08439
C -1.16244 1.50727 0.81905
N -2.44602 1.88117 0.21641
C -3.02798 3.14707 0.74341
C -4.20030 3.14552 1.82317
C -5.09512 1.83516 1.93959
C -5.24377 0.66107 0.93047
C -6.15361 -0.60122 1.21930
C -6.98501 -0.72602 2.55852
C -6.88935 0.46438 3.56389
C -5.96704 1.71320 3.26666
C -5.98972 2.86652 4.41101
C -3.42883 4.02933 -0.58605
Cl -3.68340 5.81641 -0.16250
C -4.61235 3.38992 -1.46398
C -4.54391 4.14770 -2.91714
Cl -6.30909 3.72506 -0.82206
C -1.60344 3.87352 1.12367
C -1.51044 4.73863 2.47599
I -0.00863 6.32186 2.23698
C -1.20390 3.87515 3.80211
C -2.20210 4.20865 5.04354
N -0.51411 2.79703 1.09825
P 0.44668 3.33541 -0.35286
C 0.02145 2.25054 -1.87339
C 2.32429 3.13277 0.02383
C 3.10004 2.60676 -1.29950
N -1.60577 -0.76985 0.73419
C -1.03957 -1.71210 -0.24290
O -1.37219 -2.91897 -0.36846
F 0.02333 -1.27476 -1.12088
C -2.23244 -1.43222 1.89441
O -1.93249 -1.21346 3.10191
F -3.31207 -2.36567 1.70283
H 2.61844 -2.52331 4.91691
H 3.49124 -1.79103 3.47127
H 2.31568 -3.30010 3.27550
H 1.54751 -0.29273 4.08420
H 0.36616 -1.80635 4.18398
H 1.39399 0.39388 0.94301
H 0.66786 0.92564 2.55063
H -2.54673 1.67982 -0.79202
H -3.82383 3.38119 2.89858
H -4.92307 4.02444 1.57841
H -4.68057 0.70345 -0.06025
H -6.22925 -1.46949 0.45912
H -7.61841 -1.65726 2.74611
H -7.48142 0.42689 4.53785
H -5.19732 2.71937 5.22144
H -5.80726 3.88033 3.87062
H -7.06236 2.95141 4.84700
H -2.48579 4.01285 -1.26697
H -4.45016 2.27740 -1.69421
H -3.43984 4.31981 -3.24237
H -5.16600 3.62646 -3.72175
H -4.95973 5.21664 -2.73195
H -1.19691 4.62972 0.34078
H -2.53404 5.25676 2.63997
H -0.12528 4.01108 4.15889
H -1.33480 2.73820 3.59988
H -1.70700 4.88194 5.82870
H -2.50389 3.22994 5.58611
H -3.17062 4.72620 4.71550
H 0.73711 2.50484 -2.73893
H -1.04722 2.39631 -2.25605
H 0.17738 1.14266 -1.61085
H 2.70537 4.21548 0.20999
H 2.52671 2.50409 0.96010
H 2.76689 3.20270 -2.23908
H 2.81811 1.50587 -1.46821
H 4.22833 2.77844 -1.19891
O -5.05084 -4.08033 -4.68148
P -4.14999 -5.25706 -4.25211
N -2.72721 -4.39356 -4.68957
C -1.53342 -4.83965 -5.37533
C -2.39209 -3.28800 -3.78627
N -4.72176 -6.25584 -5.55277
C -4.08541 -6.27625 -6.86225
C -6.17131 -6.15471 -5.79285
N -3.16520 -6.61826 -3.69961
C -2.49121 -6.43768 -2.41884
C -2.73053 -7.80882 -4.39796
H -0.86283 -5.41804 -4.72804
H -0.95748 -3.98281 -5.74470
H -1.74102 -5.42035 -6.26577
H -1.93265 -3.65760 -2.86348
H -3.28474 -2.71903 -3.51007
H -1.70602 -2.57257 -4.25069
H -4.00214 -5.27440 -7.29698
H -4.64273 -6.90633 -7.56484
H -3.10335 -6.74414 -6.82779
H -6.43056 -5.26355 -6.37166
H -6.72238 -6.12085 -4.84644
H -6.53845 -7.02997 -6.33893
H -1.46117 -6.09145 -2.55447
H -2.46846 -7.36318 -1.83583
H -3.01899 -5.70069 -1.80648
H -1.92071 -7.59947 -5.10097
H -3.54775 -8.30542 -4.92419
H -2.35074 -8.56583 -3.70260
O 6.79666 2.79266 0.66974
P 7.89182 2.06136 1.47551
N 8.67461 1.53794 0.03665
C 9.26073 0.25755 -0.29878
C 9.36959 2.60445 -0.69507
N 6.76026 0.87821 2.05987
C 6.48614 -0.36185 1.34846
C 5.45643 1.43891 2.44278
N 9.14263 1.28098 2.45144
C 10.42564 1.97253 2.51275
C 9.19229 -0.04329 3.03286
H 10.23933 0.10228 0.17123
H 9.41160 0.17412 -1.38140
H 8.62299 -0.58392 -0.05657
H 10.32378 2.85302 -0.21913
H 8.76704 3.51626 -0.73104
H 9.56520 2.32681 -1.73496
H 6.19149 -0.18510 0.30820
H 5.68628 -0.93157 1.83637
H 7.33494 -1.04188 1.37881
H 4.81515 1.61621 1.57301
H 5.58088 2.38800 2.97584
H 4.92377 0.76478 3.12299
H 11.12895 1.57585 1.77344
H 10.88546 1.89196 3.50204
H 10.29666 3.04118 2.31911
H 9.39586 -0.81250 2.28404
H 8.27809 -0.29634 3.57303
H 9.98628 -0.12247 3.78373